Record 1
C45H50N5O8 | ωB97M-V/def2-TZVPD

The geometry in XYZ format:
```
108
Properties=species:S:1:pos:R:3:forces:R:3:mulliken_charge:R:1
C 4.04212 -0.84290 1.40133 2.4 7.3 -2.4 -0.96
C 3.61138 0.40958 0.53373 0.9 -2.5 -2.2 -0.42
N 2.49816 0.22037 -0.50867 0.2 -0.3 1.0 0.50
C 2.44869 0.30021 -1.88032 -5.8 -0.8 4.9 -1.64
C 1.17832 0.18128 -2.26549 -3.2 0.8 -2.5 0.25
N 0.42628 0.04275 -1.14036 -1.7 -0.6 -0.7 0.98
C 1.26551 0.01797 -0.13966 -1.2 0.1 4.6 -0.39
C -1.04381 -0.18777 -1.06968 1.4 1.5 6.7 -0.44
H 3.40012 -0.87173 2.08224 -5.9 -1.5 5.6 0.06
H 4.88826 -0.55595 1.99220 1.1 0.5 -0.2 0.03
H 4.23998 -1.64759 0.91408 0.9 -5.1 -3.2 0.74
H 4.38240 0.54683 -0.16220 1.7 0.5 -0.7 0.46
H 3.52039 1.33799 1.02088 -0.8 0.9 0.9 0.27
H 3.14386 0.40007 -2.45851 8.2 1.3 -5.8 0.83
H 0.51082 0.33881 -3.20605 2.1 -0.5 1.4 0.23
H 1.04129 -0.05566 0.96873 -0.2 -0.1 -1.7 0.20
H -1.56753 -0.66046 -1.77505 -1.3 -0.7 -4.1 0.39
H -1.60559 0.60603 -0.42305 1.1 -0.9 -1.9 0.02
H -1.10288 -1.00905 -0.35083 0.1 -0.1 0.5 -0.03
N 1.29377 3.85940 -0.27436 1.0 -1.5 0.2 -0.44
C 0.13043 3.32336 -0.57489 -2.4 4.3 3.9 -0.24
C -1.09387 3.77736 -0.02075 11.8 7.7 6.3 -1.42
C -1.06173 4.92611 0.92950 8.4 -5.6 -4.8 -1.09
C 0.26615 5.32398 1.30457 -2.9 -2.2 -2.1 -0.46
C 1.34651 4.73886 0.71084 4.2 1.2 -0.5 -0.27
H -0.09106 2.52490 -1.10526 0.5 -3.7 -3.5 0.90
H -1.86162 3.48092 -0.34040 -11.2 -4.6 -4.4 1.34
H -1.81734 5.27404 1.37530 -6.0 2.9 3.0 0.75
H 0.41645 6.14157 1.86855 0.4 2.5 2.4 0.61
H 2.53915 5.11242 0.96595 -3.7 -0.9 -0.6 0.23
N 0.06954 -0.16639 4.21627 0.0 -2.0 -0.5 -0.54
C -0.76963 0.74223 3.62215 3.7 -1.1 0.6 -0.72
C -0.18793 1.83911 3.09885 2.3 -0.9 1.4 -0.64
C 1.18471 2.06995 3.29854 -3.4 0.6 -0.6 -0.23
C 1.93683 1.20653 3.94351 4.0 -2.0 0.9 -0.24
C 1.41429 -0.06750 4.29638 -4.4 5.2 -1.5 -0.47
H -1.73878 0.46695 3.36007 -1.7 -0.6 0.4 0.64
H -0.70616 2.58145 2.68377 -2.2 2.6 -2.0 0.67
H 1.52796 2.97922 2.95007 1.0 1.7 -0.6 0.57
H 3.01267 1.54048 4.04242 -1.0 -1.1 0.2 0.27
H 1.95775 -0.87885 4.52276 1.8 -2.7 1.4 0.70
N -3.27302 -1.68124 1.57289 0.7 0.7 0.5 -0.09
C -4.49720 -1.25911 1.69081 -3.3 2.8 0.8 -0.02
C -5.68200 -1.97903 1.20125 6.0 -0.3 1.8 -0.85
C -5.31430 -3.31220 0.89227 -3.2 3.2 -0.7 -0.17
C -4.06280 -3.80038 0.83668 1.8 -1.2 0.1 -1.07
C -3.03620 -2.88734 1.16996 1.7 -2.7 -0.9 0.51
H -4.44347 -0.24022 2.28784 -1.1 -1.8 -1.6 0.26
H -6.68966 -1.70430 1.17641 -1.1 0.8 0.2 0.52
H -6.24247 -3.68045 0.54892 -0.3 -2.3 -0.4 0.37
H -3.95545 -4.88229 0.57567 0.5 1.2 0.2 0.37
H -1.92128 -3.10593 1.15777 -1.6 -0.3 -0.3 0.21
C -1.58559 -1.47813 -4.82589 3.0 1.7 -1.3 -0.19
C -1.39892 -0.41530 -5.91638 3.0 -3.1 1.2 -0.56
C -2.37641 0.40889 -6.20304 -3.4 2.8 -1.2 0.62
C -3.62473 0.24118 -5.51191 3.9 -0.9 -0.8 -0.61
C -3.76812 -0.74112 -4.60845 -1.6 -0.6 0.8 -0.27
C -2.79342 -1.67524 -4.17665 0.6 2.7 -2.5 -0.02
O -2.97001 -2.58134 -3.24811 4.2 -1.7 -0.6 -0.49
O -2.20629 1.44964 -7.16374 10.5 -4.9 5.9 -0.51
H -0.54495 -1.86538 -4.50720 -2.2 -0.2 -0.4 0.42
H -0.43998 -0.28591 -6.58255 -1.7 -0.6 1.9 0.26
H -4.44092 0.83547 -5.56647 -2.2 2.2 -0.9 0.51
H -4.80279 -0.65916 -4.28210 0.2 -1.0 0.9 0.29
H -3.71366 -2.62279 -2.74763 -3.7 0.4 1.8 0.29
H -2.91814 1.69548 -7.49494 -10.4 3.4 -4.6 0.24
C 0.54956 -6.77627 1.36463 -2.1 3.2 5.4 -0.58
C 0.26121 -5.45281 2.07389 2.9 -0.2 -9.0 -0.98
C 0.48659 -4.19700 1.37187 0.6 -4.8 1.9 0.02
C 1.06352 -4.26968 0.09965 -1.5 2.5 -3.6 0.11
C 1.27722 -5.43753 -0.64857 -0.8 -1.5 5.4 -0.77
C 1.09302 -6.67610 0.16954 -0.1 1.5 -3.6 0.86
O 1.20860 -7.80151 -0.53404 2.2 3.1 -4.6 -0.48
O 0.34747 -2.97296 1.91405 1.0 1.1 -2.2 -0.12
H 0.23835 -7.76311 1.89850 0.8 1.9 -1.2 0.17
H 0.03564 -5.48752 2.99566 -2.1 -0.1 6.6 0.78
H 0.91972 -3.18749 -0.43096 1.0 -2.6 0.9 -0.09
H 1.48270 -5.72137 -1.64082 0.4 0.8 -1.2 0.49
H 1.00210 -8.51206 -0.05967 -1.3 -4.6 3.1 0.25
H -0.07696 -2.90480 2.73046 -1.1 -0.3 2.2 0.24
C -5.64962 2.24135 -2.63693 5.2 1.9 -1.0 -0.97
C -4.10360 1.85887 -2.51014 -5.4 8.0 -2.1 -0.93
C -3.21831 2.86440 -2.93971 -0.3 -1.3 -0.1 0.50
C -3.69252 4.12808 -3.26095 -0.8 -0.8 -0.3 -0.51
C -5.04027 4.49112 -3.24860 0.3 -0.2 -1.2 -0.52
C -6.07883 3.52654 -3.11936 1.2 -0.1 2.4 0.58
O -7.42407 3.88647 -3.11926 0.4 1.2 -0.8 -0.56
O -1.87835 2.49736 -3.12367 0.5 -0.1 0.1 -0.25
H -6.28827 1.48403 -2.38876 -1.8 -1.7 0.5 0.52
H -3.79907 0.93868 -2.45451 1.4 -5.1 0.8 1.01
H -3.00351 4.68772 -3.83331 0.7 1.4 0.1 0.39
H -5.20514 5.53198 -3.57878 -0.4 -0.7 0.2 0.24
H -7.61486 4.84731 -3.42356 1.1 -2.5 0.7 0.34
H -1.26443 2.96216 -3.75460 -1.8 -0.1 0.8 0.24
C 7.51780 -0.63318 4.39047 0.4 2.4 -6.0 -0.73
C 7.76555 -0.23308 2.89976 0.6 -2.9 2.2 -0.37
C 7.25986 0.91893 2.37495 -0.2 1.1 -0.1 0.12
C 6.55075 1.67999 3.33246 -2.7 4.4 1.7 0.04
C 6.29305 1.39133 4.72671 -0.4 0.4 -1.8 -0.68
C 6.79876 0.15391 5.19413 -0.9 2.2 -0.3 0.92
O 6.57171 -0.31728 6.41852 0.0 -1.2 1.0 -0.52
O 7.41928 1.46027 1.03451 -1.5 1.1 4.2 -0.52
H 7.80521 -1.48429 4.87122 1.3 -2.6 0.3 0.51
H 8.32914 -0.94372 2.21988 -0.6 0.8 1.2 0.24
H 6.05051 2.78971 3.09841 1.6 -3.1 -0.1 0.18
H 5.59888 2.06648 5.40536 1.7 -1.3 -1.7 0.16
H 6.33894 0.35245 7.04177 -0.3 0.8 0.5 0.30
H 7.72859 0.87195 0.39722 1.0 -2.0 -1.2 0.30
```
Forces are in eV/Å.

Values from the calculation:
* orbital gap: 8.30 eV
* energy above the lowest of the compared OMol25 structures with the same formula, charge and spin: 5.287 eV
* total charge: +1
* M: 788.92 g mol⁻¹
* spin multiplicity: 1
* E_HOMO: -0.367 Eh

=====

Record 2
C9H7F3O2P | ωB97M-V/def2-TZVPD

The geometry in XYZ format:
```
22
Properties=species:S:1:pos:R:3:forces:R:3:mulliken_charge:R:1
C -1.64381 -1.72865 0.17900 1.7 -0.5 -1.3 -0.25
C -2.30332 -0.91332 1.02530 -3.0 -0.6 2.5 -0.32
C -0.87119 -1.15589 -0.88787 -1.5 -0.8 1.7 -0.64
C -2.12067 0.40354 0.93644 -1.9 3.4 0.9 -0.37
C -0.76810 0.24055 -0.97974 0.3 -0.4 -2.1 -0.15
C -1.44923 1.05591 -0.07291 1.4 -1.7 -0.1 0.35
C 2.07530 -0.20877 0.35774 1.3 -0.7 -3.2 -0.65
C 2.88715 0.54992 -0.36185 -1.7 -2.0 -0.2 0.04
C 3.42897 1.87108 -0.15637 1.7 0.4 0.9 0.21
O -1.93576 3.55340 0.94610 -0.4 -0.5 1.1 -0.64
O -0.68389 3.42456 -1.25716 0.1 -1.1 0.2 -0.62
F 3.21784 0.12465 -1.71086 0.2 0.3 0.4 -0.38
F 4.47710 1.86159 0.79121 0.0 -0.2 0.5 -0.30
F 2.53780 2.73649 0.33588 -1.4 0.9 0.9 -0.22
P -1.28334 2.76521 -0.08678 0.2 2.6 -1.6 0.99
H -1.60932 -2.77384 0.47167 -0.1 -0.2 -0.9 0.34
H -3.18489 -1.14908 1.76255 2.3 -0.5 -1.2 0.19
H -0.55008 -1.92597 -1.57637 0.8 0.7 -0.3 0.34
H -2.74961 1.00514 1.59480 0.5 0.2 0.0 0.33
H -0.25917 0.70528 -1.85921 -0.2 -0.5 1.0 0.35
H 1.83291 0.12864 1.29176 -0.5 1.3 2.6 0.21
H 3.91162 2.41581 -0.91935 0.3 0.0 -1.8 0.18
```
Forces are in eV/Å.

Values from the calculation:
* orbital gap: 5.49 eV
* energy above the lowest of the compared OMol25 structures with the same formula, charge and spin: 0.439 eV
* total charge: -1
* M: 235.12 g mol⁻¹
* spin multiplicity: 1
* E_HOMO: -0.118 Eh

=====

- Number 1 is which compound?
  C45H50N5O8

=====

- M of number 2 (C9H7F3O2P)?
  235.12 g mol⁻¹

=====

- Which of these has the highest M?
  C45H50N5O8

=====

- Which of these has the lowest energy above the lowest of the compared OMol25 structures with the same formula, charge and spin?
  C9H7F3O2P